1.
Here is a structure of composition C29H28CdN8O2S in a non-equilibrium geometry from the Open Molecules 2025 dataset. Energies are from the ωB97M-V functional and the def2-TZVPD basis.

```
69
Properties=species:S:1:pos:R:3:forces:R:3
Cd 9.289034 12.381267 7.921723 -0.812 0.279 0.371
S 11.010037 10.944336 9.505228 0.487 -0.140 -0.570
O 7.811385 10.555275 8.278469 0.683 -0.232 -0.267
O 10.722661 14.245429 7.918676 -0.470 -0.592 -0.331
N 7.815340 11.790208 5.680876 -0.375 0.968 0.520
N 10.910290 11.772170 6.379490 -1.132 0.366 -1.098
N 12.716360 9.334350 8.038814 0.038 -0.287 0.246
N 11.845757 10.888343 6.869812 0.247 -0.977 -0.341
N 13.091449 9.059939 6.749176 -0.570 1.677 -1.077
N 8.639022 13.931982 5.055741 0.853 -0.075 0.174
N 7.877627 14.234304 8.049915 -0.609 0.360 -0.575
N 11.046054 14.451058 4.270759 0.799 1.403 0.101
C 9.375430 17.670411 8.375346 0.578 -0.933 -0.536
C 7.430267 13.138688 5.193530 0.382 0.303 0.945
C 6.944480 9.569471 6.249581 0.630 0.499 0.193
C 9.325818 16.266195 8.177055 0.752 -2.177 0.246
C 7.343927 7.024523 7.311600 0.567 0.640 1.435
C 10.573203 18.321030 8.562054 -0.476 0.031 0.070
C 12.951525 15.871339 4.058364 1.285 0.821 -0.002
C 8.855848 15.258002 4.771746 -1.311 1.166 0.179
C 6.579665 16.167816 5.134485 -2.713 -0.944 0.696
C 11.901458 10.395659 8.182900 -0.762 0.237 -0.517
C 6.392233 8.411315 5.642460 0.405 1.332 -0.556
C 12.190116 17.025186 4.233537 -0.432 -0.013 -0.023
C 6.368025 13.784626 6.110117 -1.254 -0.398 -0.817
C 10.582745 15.500674 8.064076 0.279 1.609 0.514
C 7.754731 8.146453 8.036505 0.394 0.362 -0.820
C 11.808195 16.287692 8.200535 -0.658 -0.791 0.306
C 12.356762 14.644286 3.975628 -1.197 -0.797 0.565
C 6.508029 13.809296 7.615595 1.698 -0.637 1.505
C 8.066593 15.516788 8.129244 -0.437 0.927 -0.513
C 6.591908 7.158256 6.164438 -0.978 -0.184 -0.624
C 6.915677 10.880195 5.578986 -0.426 -0.818 -0.393
C 10.818081 16.873696 4.332506 -0.171 -0.993 0.682
C 7.913018 16.275006 4.723304 3.030 -1.024 -0.387
C 12.543531 10.036563 6.037130 0.800 -1.362 1.182
C 12.700933 10.232639 4.559043 1.038 -0.236 0.971
C 11.784464 17.593159 8.571936 0.599 0.890 -0.580
C 7.560157 9.509534 7.558785 -0.576 -0.870 -0.003
C 5.864562 15.116258 5.668634 0.801 1.923 -0.646
C 10.302712 15.565624 4.522143 0.270 -0.879 -1.680
H 10.353504 11.423200 5.550195 0.899 0.023 1.400
H 10.127569 17.698859 4.332243 0.203 0.248 0.306
H 9.418665 13.422591 4.655812 -0.030 -0.283 0.234
H 12.744272 15.742641 8.122431 -0.114 -0.027 0.059
H 5.711291 14.437942 8.023625 0.158 0.088 0.078
H 11.952442 9.700804 3.984520 -0.090 0.007 -0.131
H 6.067974 6.300698 5.755750 0.345 0.023 -0.260
H 6.018671 17.090519 5.001862 -0.160 -0.131 0.003
H 10.581912 19.395176 8.638712 0.050 0.169 0.211
H 4.811625 15.311222 5.945748 0.669 -0.056 -0.298
H 8.303266 17.227199 4.327129 -0.608 -0.518 0.566
H 12.916228 13.740732 3.713711 -0.076 0.351 0.144
H 5.497040 13.120035 5.983123 0.119 -0.037 -0.142
H 5.905516 8.562550 4.663910 0.018 -0.232 0.584
H 6.985052 13.058070 4.234831 -0.778 -0.240 -1.128
H 12.658130 18.016605 4.293289 -0.246 -0.517 -0.212
H 8.372687 8.028042 8.913494 -0.111 -0.010 0.286
H 12.995715 8.657249 8.749614 -0.363 0.657 -0.233
H 8.450897 18.198193 8.247606 -0.366 0.402 0.308
H 7.588879 6.019426 7.671397 -0.129 0.413 0.051
H 6.405023 12.807436 8.046579 -0.260 0.021 -0.240
H 11.284120 12.691317 6.140820 0.253 0.016 0.250
H 7.123739 16.148743 8.061260 1.047 -0.486 0.164
H 6.023122 11.022045 4.924818 0.403 0.233 0.196
H 12.725714 11.291200 4.334531 -0.302 0.209 -0.161
H 14.039611 15.969951 3.989039 -0.411 -0.174 -0.148
H 13.714787 9.858497 4.351646 -0.497 -0.114 -0.291
H 12.745011 18.131960 8.753625 -0.885 -0.468 -0.143
```
Positions in Å, forces in eV/Å.

Results
- E_LUMO (eV) = -0.083
- E_tot (eV) = -61940.8633
- relative energy (zero: lowest compared OMol25 entry of this formula, charge and spin) (kcal per mole) = 4.01
- HOMO-LUMO gap (eV) = 6.992

2.
Here is the molecule C3H6FIO in a non-equilibrium geometry from the Open Molecules 2025 dataset. Energies are from the ωB97M-V functional and the def2-TZVPD basis.

```
12
Properties=species:S:1:pos:R:3:forces:R:3
I 3.089527 0.303696 0.064943 -0.224 0.156 0.230
F 1.022522 -1.492785 0.942205 -0.002 -0.859 0.319
O 0.815712 -0.970631 -1.221354 0.212 -1.010 0.175
C -1.520897 0.478173 -0.112477 -0.497 0.638 -1.703
C 1.012905 -0.495185 0.043830 -0.965 1.788 0.461
C -0.101784 0.635047 0.618651 -0.838 -3.339 -1.090
H -0.274339 0.397226 1.700423 0.605 0.082 -0.990
H -2.448402 0.736820 0.461281 1.243 -0.087 0.152
H -1.646806 1.101444 -1.060955 0.691 -0.327 1.296
H 0.384545 1.567672 0.528194 0.025 1.149 -0.245
H -1.766165 -0.511940 -0.568854 0.789 0.285 0.910
H 1.433182 -1.749539 -1.395883 -1.040 1.523 0.484
```
Positions in Å, forces in eV/Å.

Results
- E_LUMO (eV) = 0.437
- SMILES = CC[C@](O)(F)I
- E_tot (eV) = -16073.1117
- relative energy (zero: lowest compared OMol25 entry of this formula, charge and spin) (kcal per mole) = 6.00
- HOMO-LUMO gap (eV) = 9.992

3.
Here is the molecule C6H10N2 in a non-equilibrium geometry from the Open Molecules 2025 dataset. Energies are from the ωB97M-V functional and the def2-TZVPD basis.

```
18
Properties=species:S:1:pos:R:3:forces:R:3
N 1.081609 0.955849 0.495389 0.831 1.596 0.736
N 1.849653 -1.685814 -1.029541 1.958 0.856 1.235
C -0.056328 -0.886187 0.039074 -0.541 2.584 1.486
C 1.373168 -1.226240 0.080653 -0.386 -2.913 -2.609
C -1.424526 1.278889 0.234441 0.344 -0.120 0.361
C 1.420602 2.180239 0.447893 -0.645 -0.482 0.442
C -1.130405 -1.868274 -0.286331 0.161 -0.034 0.004
C -0.190198 0.439373 0.331259 -0.606 -1.254 -1.380
H -0.679036 -2.807546 -0.599415 -0.132 -0.022 -0.046
H -1.608626 1.775750 1.184042 -0.135 0.145 0.117
H -1.746818 -2.050652 0.596514 -0.026 -0.061 -0.025
H 1.893467 -1.430223 1.013506 -0.008 0.030 -0.039
H 0.734202 3.006199 0.251226 -0.090 -0.031 -0.123
H -1.312582 2.048360 -0.525217 -0.014 0.112 -0.147
H 1.433646 -1.323200 -1.884816 -0.861 -0.381 0.297
H 2.429678 2.430067 0.737226 0.301 0.083 -0.257
H -1.785299 -1.500264 -1.077388 0.000 -0.052 -0.019
H -2.282206 0.663674 -0.008512 -0.151 -0.055 -0.034
```
Positions in Å, forces in eV/Å.

Results
- E_LUMO (eV) = 0.637
- SMILES = [H]/N=C\C(C)=C(\C)N=C
- E_tot (eV) = -9361.8603
- relative energy (zero: lowest compared OMol25 entry of this formula, charge and spin) (kcal per mole) = 59.42
- HOMO-LUMO gap (eV) = 9.173

Q: What is the formula in the first record?
A: C29H28CdN8O2S